Record 1
The following is a DFT calculation (the ωB97M-V functional and the def2-TZVPD basis) of a 5-piece molecular cluster, C48H76F6N4O4P overall in a non-equilibrium geometry.

Geometry (Å):
C: -1.451 0.832 2.859
C: -2.849 1.042 3.452
C: -3.015 2.420 3.942
C: -4.368 2.682 4.599
P: -5.833 2.274 3.611
C: -6.124 0.458 3.487
C: -7.381 -0.044 2.835
C: -7.296 -1.536 2.276
C: -6.663 -1.795 0.942
C: -5.520 3.017 1.954
C: -6.495 2.589 0.852
C: -7.942 3.048 1.100
C: -9.020 2.818 0.009
C: -7.242 2.988 4.525
C: -7.209 4.578 4.647
C: -8.584 5.226 5.110
C: -8.414 6.725 5.309
H: -1.254 -0.146 2.363
H: -0.597 0.948 3.574
H: -1.286 1.579 2.017
H: -3.094 0.359 4.235
H: -3.549 0.811 2.642
H: -2.879 3.021 3.095
H: -2.194 2.651 4.616
H: -4.578 3.728 4.859
H: -4.436 2.177 5.565
H: -6.121 0.085 4.535
H: -5.271 0.061 2.969
H: -7.656 0.629 2.063
H: -8.149 -0.099 3.625
H: -8.282 -1.962 2.072
H: -6.806 -2.138 3.062
H: -7.098 -1.183 0.159
H: -6.744 -2.885 0.662
H: -5.622 -1.503 0.770
H: -4.453 2.795 1.762
H: -5.532 4.112 2.097
H: -6.363 1.507 0.621
H: -6.032 3.054 0.006
H: -7.792 4.118 1.333
H: -8.301 2.552 2.040
H: -8.655 3.111 -0.977
H: -9.960 3.312 0.184
H: -9.303 1.773 0.035
H: -7.274 2.601 5.544
H: -8.190 2.785 3.970
H: -7.045 4.999 3.639
H: -6.372 4.833 5.221
H: -8.886 4.696 6.022
H: -9.354 4.925 4.428
H: -8.122 7.186 4.403
H: -7.655 7.035 6.017
H: -9.370 7.161 5.587
C: 9.221 -4.191 -4.838
N: 7.789 -3.848 -4.874
C: 6.945 -4.818 -5.346
C: 5.590 -4.653 -5.244
C: 5.084 -3.512 -4.664
C: 5.927 -2.519 -4.294
C: 7.323 -2.693 -4.441
C: 3.598 -3.313 -4.466
C: 2.767 -3.757 -5.437
C: 1.467 -3.507 -5.393
N: 0.932 -2.709 -4.477
C: 1.712 -2.213 -3.502
C: 3.057 -2.550 -3.410
C: -0.483 -2.298 -4.523
H: 9.804 -4.082 -5.787
H: 9.240 -5.256 -4.575
H: 9.723 -3.558 -4.178
H: 7.451 -5.655 -5.847
H: 4.949 -5.400 -5.639
H: 5.519 -1.645 -3.817
H: 8.035 -2.031 -4.001
H: 3.165 -4.369 -6.325
H: 0.813 -3.944 -6.129
H: 1.206 -1.554 -2.775
H: 3.639 -2.156 -2.572
H: -0.407 -1.242 -4.276
H: -1.193 -2.778 -3.748
H: -0.738 -2.452 -5.598
C: 0.474 2.904 -2.301
N: 1.872 2.746 -1.819
C: 2.428 3.850 -1.280
C: 3.665 3.738 -0.637
C: 4.283 2.488 -0.567
C: 3.616 1.354 -1.122
C: 2.389 1.538 -1.685
C: 5.605 2.329 0.088
C: 6.153 3.088 1.138
C: 7.335 2.717 1.748
N: 8.066 1.706 1.215
C: 7.659 1.027 0.165
C: 6.470 1.303 -0.440
C: 9.478 1.441 1.731
H: -0.061 1.912 -2.224
H: 0.522 3.277 -3.313
H: -0.070 3.618 -1.733
H: 1.917 4.710 -1.452
H: 4.044 4.673 -0.318
H: 4.066 0.397 -0.936
H: 1.728 0.743 -2.062
H: 5.498 3.865 1.533
H: 7.772 3.201 2.616
H: 8.246 0.196 -0.228
H: 6.210 0.672 -1.324
H: 9.757 0.496 1.266
H: 9.381 1.388 2.834
H: 10.104 2.238 1.391
C: 5.729 -2.162 -0.760
O: 5.114 -3.384 -1.274
O: 5.747 -1.134 -1.650
C: 5.025 -1.694 0.590
F: 5.809 -0.698 1.133
F: 3.806 -1.266 0.351
F: 4.817 -2.526 1.588
C: 5.337 -4.626 -0.628
C: 5.920 -5.627 -1.566
H: 6.016 -6.516 -0.917
H: 5.211 -5.874 -2.385
H: 6.877 -5.366 -1.992
H: 4.412 -4.959 -0.158
H: 6.025 -4.498 0.267
H: 6.732 -2.508 -0.471
C: -0.654 -1.188 -1.088
O: -0.885 -2.530 -1.593
O: 0.191 -0.463 -1.866
C: -2.038 -0.473 -1.113
F: -2.476 -0.474 -2.390
F: -3.081 -0.984 -0.394
F: -1.790 0.813 -0.767
C: -1.166 -3.547 -0.598
C: 0.261 -3.985 -0.017
H: 0.140 -4.576 0.891
H: 0.731 -4.583 -0.799
H: 0.903 -3.125 0.177
H: -1.579 -4.416 -1.129
H: -1.848 -3.134 0.168
H: -0.344 -1.419 -0.039

Summary:
- gap between HOMO and LUMO (eV) = 6.246
- charge = +3
- spin multiplicity = 1
- energy (eV) = -90727.868
- E_HOMO (eV) = -13.7

Löwdin population analysis, charges in e, atoms 1 to 99: -0.09, -0.30, -0.26, -0.24, 1.04, -0.27, -0.22, -0.23, -0.13, -0.24, -0.24, -0.25, -0.07, -0.25, -0.22, -0.23, -0.10, 0.07, 0.09, 0.09, 0.11, 0.08, 0.08, 0.13, 0.09, 0.11, 0.12, 0.06, 0.05, 0.12, 0.11, 0.12, 0.07, 0.10, 0.05, 0.09, 0.11, 0.11, 0.11, 0.11, 0.08, 0.08, 0.07, 0.07, 0.11, 0.09, 0.10, 0.07, 0.11, 0.10, 0.06, 0.08, 0.08, 0.03, -0.08, 0.02, 0.03, -0.13, 0.06, 0.05, -0.11, -0.01, -0.03, -0.06, 0.03, 0.09, 0.04, 0.13, 0.11, 0.08, 0.16, 0.12, 0.11, 0.15, 0.17, 0.15, 0.09, 0.11, 0.09, 0.14, 0.11, 0.05, -0.06, 0.03, 0.06, -0.09, 0.08, 0.02, -0.08, 0.05, 0.02, -0.07, -0.04, 0.03, 0.07, 0.10, 0.11, 0.09, 0.12

***

Record 2
The following is a DFT calculation (the ωB97M-V functional and the def2-TZVPD basis) of C48H78F30N11O22S10 as an isolated structure in a non-equilibrium geometry.

Geometry (Å):
C: -1.629 -0.339 -0.620
C: -0.247 0.179 -0.108
C: -0.294 0.953 1.176
O: 1.025 1.034 1.801
C: 1.108 1.978 2.851
N: 0.649 -1.092 0.118
H: 0.165 -1.834 0.602
H: 1.088 -1.499 -0.696
H: 1.356 -0.815 0.784
H: -2.281 0.473 -0.942
H: -2.158 -0.802 0.213
H: -1.645 -1.058 -1.439
H: 0.217 0.813 -0.863
H: -0.915 0.478 1.937
H: -0.853 1.876 1.020
H: 1.009 1.368 3.749
H: 0.344 2.753 2.910
H: 2.088 2.453 2.803
C: -3.963 -2.784 5.036
C: -4.399 -1.343 4.718
C: -3.373 -0.531 3.967
O: -3.582 0.796 4.310
C: -2.655 1.621 3.694
N: -5.754 -1.311 4.052
H: -6.259 -0.436 4.066
H: -5.803 -1.774 3.156
H: -6.369 -1.913 4.581
H: -3.668 -3.403 4.188
H: -4.799 -3.266 5.543
H: -3.082 -2.803 5.678
H: -4.644 -0.843 5.655
H: -3.530 -0.678 2.899
H: -2.409 -0.917 4.297
H: -1.657 1.456 4.100
H: -2.905 2.679 3.774
H: -2.627 1.340 2.641
C: 9.010 0.312 2.303
C: 7.692 0.992 2.594
C: 7.885 2.180 3.664
N: 6.547 2.840 4.087
C: 5.664 1.713 4.739
C: 4.357 2.368 5.401
C: 4.776 3.441 6.441
C: 5.655 4.500 5.767
C: 6.934 3.909 5.205
C: 5.886 3.353 2.834
H: 9.444 -0.113 3.208
H: 9.707 1.007 1.835
H: 8.810 -0.484 1.586
H: 7.039 0.220 2.999
H: 7.336 1.212 1.587
H: 8.474 2.966 3.191
H: 8.316 1.711 4.548
H: 6.246 1.181 5.492
H: 5.381 1.047 3.924
H: 3.875 1.531 5.907
H: 3.747 2.759 4.586
H: 5.290 2.913 7.244
H: 3.914 3.929 6.897
H: 6.075 5.040 6.615
H: 5.231 5.283 5.138
H: 7.674 3.617 5.951
H: 7.432 4.747 4.717
H: 4.996 3.944 3.052
H: 5.720 2.571 2.093
H: 6.514 4.130 2.399
C: -4.550 -5.257 -3.158
C: -4.266 -3.903 -3.779
C: -5.557 -2.951 -3.721
N: -5.471 -1.489 -4.115
C: -6.899 -0.811 -4.082
C: -7.869 -1.399 -5.064
C: -7.180 -1.270 -6.444
C: -5.818 -1.893 -6.557
C: -4.828 -1.363 -5.499
C: -4.594 -0.719 -3.094
H: -5.116 -5.925 -3.807
H: -4.980 -5.194 -2.159
H: -3.682 -5.914 -3.094
H: -3.993 -4.084 -4.819
H: -3.408 -3.555 -3.205
H: -5.882 -2.916 -2.680
H: -6.363 -3.380 -4.317
H: -7.246 -0.981 -3.063
H: -6.769 0.265 -4.200
H: -8.229 -2.380 -4.755
H: -8.734 -0.741 -5.143
H: -7.799 -1.775 -7.185
H: -7.081 -0.259 -6.839
H: -5.966 -2.964 -6.413
H: -5.366 -1.819 -7.546
H: -3.812 -1.756 -5.439
H: -4.527 -0.321 -5.607
H: -4.401 0.305 -3.416
H: -3.658 -1.268 -2.991
H: -5.108 -0.650 -2.136
C: 0.667 -13.398 -4.374
N: 0.901 -12.104 -3.767
C: 1.951 -11.453 -4.237
C: 2.261 -10.175 -3.743
C: 1.473 -9.628 -2.732
C: 0.305 -10.313 -2.328
C: 0.042 -11.551 -2.856
C: 1.815 -8.313 -2.214
C: 1.014 -7.184 -2.492
C: 1.398 -5.881 -2.175
N: 2.586 -5.648 -1.630
C: 3.411 -6.608 -1.431
C: 3.117 -7.961 -1.735
C: 2.971 -4.234 -1.365
H: 1.505 -14.085 -4.258
H: 0.592 -13.280 -5.456
H: -0.261 -13.791 -3.959
H: 2.596 -11.921 -4.966
H: 3.144 -9.657 -4.086
H: -0.349 -9.843 -1.608
H: -0.832 -12.180 -2.783
H: 0.000 -7.264 -2.853
H: 0.751 -5.042 -2.382
H: 4.311 -6.281 -0.931
H: 3.855 -8.741 -1.617
H: 2.378 -3.781 -0.571
H: 2.922 -3.566 -2.226
H: 4.011 -4.239 -1.041
C: -2.723 8.832 -4.994
F: -3.255 9.294 -3.899
F: -3.702 8.385 -5.790
F: -1.911 9.727 -5.569
S: -1.585 7.363 -4.516
O: -0.977 6.962 -5.793
O: -0.691 7.959 -3.511
N: -2.619 6.169 -3.780
S: -1.695 5.515 -2.848
O: -0.474 4.888 -3.421
O: -1.530 6.326 -1.634
C: -2.711 4.012 -2.321
F: -1.915 3.255 -1.489
F: -3.783 4.356 -1.611
F: -3.027 3.237 -3.377
C: -3.149 9.761 3.562
F: -2.999 9.343 4.777
F: -3.942 10.891 3.537
F: -1.937 10.107 2.990
S: -3.931 8.406 2.513
O: -5.295 8.156 3.009
O: -3.877 8.884 1.115
N: -2.709 7.155 2.709
S: -3.437 5.895 2.439
O: -3.949 5.335 3.684
O: -4.390 5.899 1.266
C: -1.919 4.865 1.856
F: -1.051 4.779 2.847
F: -2.413 3.625 1.578
F: -1.450 5.368 0.738
C: 2.210 6.219 -0.455
F: 2.120 5.158 -1.217
F: 2.451 7.334 -1.181
F: 0.962 6.341 0.113
S: 3.654 6.000 0.866
O: 3.228 4.860 1.649
O: 4.875 5.743 0.048
N: 3.612 7.500 1.653
S: 5.042 7.693 2.125
O: 5.719 6.523 2.698
O: 5.842 8.473 1.188
C: 4.775 8.776 3.684
F: 3.998 8.121 4.615
F: 5.949 9.019 4.220
F: 4.230 9.974 3.399
C: 4.296 -0.319 -1.399
F: 4.167 0.789 -0.706
F: 5.595 -0.467 -1.790
F: 4.050 -1.345 -0.570
S: 3.227 -0.264 -3.064
O: 3.144 1.211 -3.241
O: 4.046 -0.874 -4.060
N: 1.711 -1.052 -2.640
S: 0.844 -0.645 -3.849
O: -0.249 0.276 -3.538
O: 1.488 -0.345 -5.132
C: 0.008 -2.464 -4.131
F: -0.427 -2.894 -2.921
F: -1.038 -2.425 -4.973
F: 0.916 -3.365 -4.542
C: -3.179 -3.829 0.686
F: -3.274 -3.124 -0.479
F: -3.559 -3.191 1.798
F: -3.971 -4.878 0.606
S: -1.317 -4.407 0.921
O: -1.359 -5.678 1.642
O: -0.786 -4.388 -0.450
N: -0.621 -2.955 1.800
S: -0.080 -3.571 3.086
O: -1.179 -3.803 4.085
O: 0.891 -4.666 3.003
C: 0.944 -2.016 3.622
F: 1.799 -1.679 2.697
F: 0.132 -0.950 3.822
F: 1.599 -2.301 4.735

Summary:
- energy above the lowest of the compared OMol25 structures with the same formula, charge and spin (kJ/mol) = 0.0
- gap between HOMO and LUMO (eV) = 0.858
- charge = +1
- spin multiplicity = 1
- energy (eV) = -302326.008
- E_HOMO (eV) = -7.4

Löwdin population analysis, charges in e, atoms 1 to 99: -0.03, -0.21, -0.15, -0.19, -0.07, 0.22, 0.05, 0.08, 0.11, 0.09, 0.06, 0.05, 0.15, 0.09, 0.13, 0.07, 0.09, 0.08, -0.02, -0.28, -0.21, -0.14, -0.08, 0.24, 0.18, 0.16, 0.16, 0.06, 0.09, 0.10, 0.16, 0.13, 0.13, 0.09, 0.10, 0.07, -0.12, -0.24, -0.08, -0.22, -0.07, -0.13, -0.17, -0.17, -0.07, 0.01, 0.08, 0.08, 0.08, 0.09, 0.11, 0.14, 0.12, 0.13, 0.11, 0.11, 0.10, 0.11, 0.12, 0.12, 0.12, 0.13, 0.13, 0.07, 0.10, 0.11, -0.11, -0.19, -0.10, -0.23, -0.09, -0.15, -0.18, -0.16, -0.08, 0.04, 0.08, 0.07, 0.07, 0.11, 0.09, 0.13, 0.12, 0.13, 0.15, 0.12, 0.13, 0.12, 0.13, 0.11, 0.13, 0.12, 0.14, 0.12, 0.09, 0.11, 0.03, -0.09, 0.02

***

Record 3
The following is a DFT calculation (the ωB97M-V functional and the def2-TZVPD basis) of a 12-piece molecular cluster, C48H78N6O18 overall in a non-equilibrium geometry.

Geometry (Å):
C: 9.216 -1.652 1.969
C: 8.142 -2.673 2.103
C: 7.285 -2.480 3.281
O: 6.305 -1.500 2.767
C: 6.163 -1.782 1.449
O: 5.357 -1.283 0.737
O: 7.167 -2.582 1.049
H: 9.561 -1.458 0.941
H: 10.169 -1.837 2.580
H: 8.831 -0.629 2.365
H: 8.475 -3.742 1.951
H: 7.800 -2.073 4.151
H: 6.875 -3.443 3.580
C: 0.552 4.926 2.825
C: 1.874 5.264 2.158
C: 2.890 4.180 2.256
O: 3.697 4.411 1.076
C: 2.828 4.916 0.119
O: 2.990 5.074 -1.060
O: 1.683 5.258 0.734
H: -0.273 5.340 2.156
H: 0.433 5.277 3.864
H: 0.351 3.868 2.763
H: 2.276 6.239 2.357
H: 2.398 3.191 2.200
H: 3.489 4.416 3.171
C: 0.018 5.446 -4.882
C: 0.583 5.684 -3.464
C: -0.222 6.367 -2.372
O: -0.694 5.335 -1.478
C: -0.126 4.138 -1.845
O: -0.275 3.105 -1.247
O: 0.694 4.328 -2.875
H: 0.009 6.342 -5.559
H: -1.015 5.047 -4.790
H: 0.688 4.662 -5.256
H: 1.579 6.094 -3.466
H: -1.059 6.869 -2.838
H: 0.350 7.106 -1.769
C: -3.366 1.874 3.285
C: -3.799 2.605 2.002
C: -2.794 3.011 1.019
O: -3.293 2.698 -0.353
C: -4.271 1.814 -0.158
O: -4.697 1.129 -1.041
O: -4.631 1.702 1.144
H: -2.774 0.983 3.105
H: -4.266 1.521 3.812
H: -2.707 2.494 3.860
H: -4.487 3.471 2.252
H: -1.873 2.417 1.044
H: -2.557 4.082 1.129
C: 1.092 -3.638 1.052
C: -0.023 -4.686 1.376
C: 0.214 -6.042 0.567
O: 0.862 -6.817 1.541
C: 0.650 -6.382 2.820
O: 0.976 -6.959 3.786
O: 0.143 -5.146 2.781
H: 0.988 -2.770 1.751
H: 0.841 -3.339 0.028
H: 2.081 -4.001 1.238
H: -0.989 -4.128 1.274
H: 0.851 -5.865 -0.325
H: -0.694 -6.604 0.262
C: 2.876 0.138 1.261
C: 1.918 0.860 0.289
C: 1.777 0.142 -1.070
O: 0.271 -0.061 -1.166
C: -0.342 0.339 0.004
O: -1.495 0.210 0.191
O: 0.565 0.856 0.811
H: 2.566 -0.889 1.365
H: 2.709 0.588 2.256
H: 3.846 0.090 0.919
H: 2.253 1.868 0.120
H: 2.272 -0.779 -1.177
H: 2.109 0.792 -1.882
C: -1.473 1.808 -4.600
C: -0.117 1.156 -4.249
C: 0.501 0.546 -5.512
C: -0.340 -0.477 -6.122
N: -0.902 -1.375 -6.607
H: -1.997 2.170 -3.707
H: -2.141 0.973 -4.972
H: -1.412 2.616 -5.316
H: -0.339 0.337 -3.534
H: 0.575 1.867 -3.731
H: 1.374 -0.046 -5.265
H: 0.792 1.216 -6.268
C: 5.342 -4.027 -1.723
C: 4.088 -4.223 -0.841
C: 4.225 -5.393 0.199
C: 5.337 -5.087 1.142
N: 6.133 -4.729 1.928
H: 5.430 -4.959 -2.308
H: 6.154 -3.860 -1.008
H: 5.258 -3.190 -2.346
H: 3.212 -4.394 -1.439
H: 3.744 -3.399 -0.305
H: 4.547 -6.319 -0.324
H: 3.414 -5.585 0.889
C: 2.189 -2.924 4.820
C: 1.004 -2.954 5.723
C: 0.606 -1.565 6.274
C: 0.556 -0.472 5.251
N: 0.487 0.365 4.492
H: 2.220 -3.876 4.283
H: 3.106 -2.823 5.347
H: 2.115 -2.174 4.099
H: 1.308 -3.570 6.577
H: 0.109 -3.354 5.352
H: 1.352 -1.365 7.031
H: -0.338 -1.573 6.681
C: -4.572 -4.094 1.172
C: -5.080 -2.768 1.715
C: -4.116 -1.554 1.561
C: -2.797 -1.833 2.217
N: -1.810 -2.130 2.656
H: -5.315 -4.849 1.132
H: -3.713 -4.388 1.831
H: -4.081 -4.059 0.197
H: -5.456 -2.772 2.714
H: -5.925 -2.499 1.097
H: -4.637 -0.668 1.856
H: -3.977 -1.173 0.522
C: -7.578 4.783 -3.235
C: -6.625 3.610 -3.586
C: -5.210 3.638 -3.045
C: -4.366 4.772 -3.442
N: -3.708 5.587 -3.869
H: -8.526 4.590 -3.752
H: -7.090 5.711 -3.580
H: -7.774 4.906 -2.153
H: -6.533 3.541 -4.644
H: -7.147 2.722 -3.206
H: -4.670 2.740 -3.416
H: -5.066 3.607 -1.979
C: -5.598 -1.869 -2.598
C: -4.441 -1.219 -3.281
C: -3.138 -1.290 -2.524
C: -2.710 -2.614 -2.021
N: -2.356 -3.620 -1.643
H: -5.881 -1.384 -1.651
H: -5.309 -2.936 -2.293
H: -6.501 -1.960 -3.158
H: -4.667 -0.166 -3.326
H: -4.242 -1.481 -4.337
H: -3.135 -0.569 -1.660
H: -2.238 -0.980 -3.058

Summary:
- energy above the lowest of the compared OMol25 structures with the same formula, charge and spin (kJ/mol) = 0.0
- gap between HOMO and LUMO (eV) = 11.195
- spin multiplicity = 1
- energy (eV) = -96835.146
- E_HOMO (eV) = -10.7

Löwdin population analysis, charges in e, atoms 1 to 99: -0.04, -0.38, -0.11, 0.07, -0.58, 0.14, 0.02, 0.09, 0.11, 0.12, 0.16, 0.14, 0.10, 0.00, -0.32, -0.09, 0.05, -0.52, 0.16, 0.06, 0.11, 0.09, 0.07, 0.15, 0.13, 0.16, -0.01, -0.26, -0.09, 0.04, -0.55, 0.15, 0.04, 0.10, 0.07, 0.08, 0.14, 0.12, 0.14, 0.00, -0.27, -0.08, 0.07, -0.60, 0.12, 0.06, 0.07, 0.10, 0.08, 0.17, 0.12, 0.14, -0.03, -0.22, -0.09, 0.02, -0.59, 0.17, 0.05, 0.08, 0.09, 0.05, 0.12, 0.13, 0.14, 0.00, -0.26, 0.00, 0.02, -0.59, 0.16, 0.08, 0.07, 0.09, 0.03, 0.13, 0.10, 0.12, -0.09, -0.23, -0.19, -0.24, 0.14, 0.06, 0.08, 0.06, 0.09, 0.10, 0.12, 0.10, -0.06, -0.24, -0.14, -0.14, 0.20, 0.09, 0.06, 0.05, 0.09

***

Among the records above, which one has the highest E_HOMO?
C48H78F30N11O22S10

***

Which value of spin multiplicity does entry 2 give?
1

***

The lowest energy belongs to which entry?
C48H78F30N11O22S10

***

Among the records above, which one has the highest E_HOMO?
C48H78F30N11O22S10